(1)
5 unconnected molecules or ions with the total composition C5H9Cl11, computed with ωB97M-V/def2-TZVPD.

Last column: Mulliken charge in e.
Cartesian coordinates (Å):
Cl 10.8924 10.5600 10.8280  -0.12
C 12.6279 10.8558 10.9117  0.07
Cl 12.9681 12.4517 11.6488  -0.13
Cl 13.4328 10.6921 9.3782  -0.11
H 13.0861 10.0714 11.5140  0.28
Cl 20.2695 12.6788 14.3654  -0.14
C 19.8403 14.3762 14.1617  -0.23
Cl 20.3892 15.0976 12.5714  -0.15
H 18.7655 14.4590 14.3231  0.27
H 20.3374 14.9168 14.9672  0.25
Cl 12.1124 11.3389 2.6306  -0.12
C 11.3020 9.8790 2.8782  -0.23
Cl 12.3796 8.4359 2.4640  -0.17
H 10.8661 9.7840 3.8727  0.28
H 10.4493 9.8240 2.2014  0.24
Cl 3.3794 5.1117 12.3816  -0.14
C 3.9603 6.5452 13.2656  -0.22
Cl 3.7002 6.2504 14.9995  -0.14
H 5.0079 6.7780 13.0752  0.26
H 3.3446 7.3931 12.9654  0.24
Cl 8.8838 16.1027 8.4808  -0.14
C 8.7312 16.8330 10.0929  -0.23
Cl 7.1191 17.6950 10.0844  -0.15
H 8.8148 16.0758 10.8724  0.26
H 9.5665 17.5133 10.2586  0.26

Cartesian forces (eV/Å) of the 6 atoms listed first:
0.1 0.1 -0.1
0.3 -0.1 0.6
-0.1 -0.5 -0.2
0.0 0.1 -0.7
-0.3 0.4 0.3
0.0 0.0 -0.3

Output
* E_LUMO: 0.3 eV
* charge: 0
* HOMO level: -11.0 eV
* energy relative to the best compared isomer or geometry (same formula, charge and spin): 12.1 kcal per mole
* orbital gap: 11.249 eV

=====

(2)
2 unconnected molecules or ions with the total composition C12H12NO2, computed with ωB97M-V/def2-TZVPD.

Last column: Löwdin spin population.
Cartesian coordinates (Å):
C 2.7591 -0.0953 1.8105  0.27
C 2.0768 1.1600 1.9476  0.08
C 2.5527 -0.7980 0.6371  0.02
C 1.1800 1.5466 0.9805  0.10
C 1.7293 -0.2297 -0.3860  0.24
C 0.8906 0.8673 -0.1581  0.21
C -1.8907 -1.0435 -0.5384  0.06
C -2.8403 -2.0172 -0.4097  0.01
C -2.0635 0.2473 -0.8853  0.28
C -0.7808 -2.0430 -0.1402  0.00
C -0.7537 2.6079 -0.8380  0.04
C -0.2258 1.2234 -1.0212  0.31
N -1.8328 -3.0889 -0.0921  0.01
O -2.9828 0.9567 -1.1815  0.30
O -4.0576 -2.0905 -0.3997  0.00
H 3.5465 -0.3154 2.5635  0.02
H 2.2502 1.6074 2.9460  0.00
H 3.0599 -1.6930 0.3864  0.00
H 0.7349 2.5016 1.0969  0.01
H 1.7796 -0.8333 -1.3248  0.02
H 0.0355 -2.2464 -0.8576  0.00
H -0.3582 -1.9460 0.8766  0.00
H -1.6588 2.5440 -1.4119  0.00
H -1.0805 2.6458 0.1609  0.00
H -0.0616 3.3911 -1.0268  0.01
H -0.1265 1.0014 -2.0653  0.02
H -1.8816 -3.8604 -0.6695  0.00

Cartesian forces (eV/Å) of the 6 atoms listed first:
0.7 0.1 0.8
-0.2 -0.6 0.4
-1.1 1.9 -1.7
1.1 2.0 3.7
2.3 -4.1 0.0
-2.4 -0.6 -3.5

Output
* E_LUMO (spin up / spin down): 3.6 / 1.5 eV
* charge: -1
* HOMO level (spin up / spin down): -0.6 / -4.7 eV
* energy relative to the best compared isomer or geometry (same formula, charge and spin): 39.0 kcal per mole
* multiplicity: 3
* orbital gap (spin up / spin down): 4.208 / 6.191 eV
* ⟨S²⟩: 2.022

=====

(3)
A molecular structure, C18H45AgN5O12S6, computed with ωB97M-V/def2-TZVPD.

Last column: Mulliken charge in e.
Cartesian coordinates (Å):
Ag -0.2911 0.8972 -0.9127  1.52
N 1.1447 -1.5401 1.0604  0.70
O 1.1395 -0.3965 0.7230  -0.14
O 0.6148 -2.4522 0.4390  -0.77
O 1.5002 -1.7878 2.2283  -0.59
N -0.7334 3.0949 -3.4514  0.66
O -1.3475 3.4098 -4.4540  -0.69
O 0.1614 3.8875 -3.0910  -0.68
O -0.9459 2.0588 -2.8864  -0.29
C -0.3234 4.9336 0.4751  -0.55
C 0.6472 3.8951 0.1404  0.24
N 1.3824 3.0619 -0.1359  -0.30
H -1.2004 4.5830 -0.0690  -0.05
H -0.0757 5.9240 0.0931  0.41
H -0.4222 4.9110 1.5604  0.21
C 3.1431 2.6999 -3.2416  -1.22
C 2.4414 1.5125 -2.7548  0.45
N 1.8526 0.6004 -2.4374  -0.27
H 4.2069 2.4623 -3.2416  0.41
H 3.0256 3.6267 -2.6800  0.25
H 2.9702 2.8928 -4.3004  0.35
C 3.1640 -2.8157 -3.4594  -0.71
C 4.1219 -3.8716 -3.1309  0.45
N 4.8631 -4.6993 -2.8152  -0.52
H 2.6528 -3.0303 -4.3979  0.39
H 3.6662 -1.8499 -3.4043  0.28
H 2.3709 -2.8167 -2.7116  0.17
C -3.0010 -3.0697 -1.5954  -1.11
S -1.6022 -1.9309 -2.0211  0.80
O -2.0490 -0.5527 -1.5457  -0.71
C -1.5968 -1.9301 -3.8678  -1.12
H -3.8093 -3.0063 -2.3238  0.40
H -3.2914 -2.7949 -0.5814  0.27
H -2.5073 -4.0414 -1.5839  0.38
H -1.8742 -1.0005 -4.3646  0.29
H -2.2302 -2.7347 -4.2412  0.44
H -0.6225 -2.1220 -4.3173  0.27
C -2.1104 2.7949 3.1316  -0.84
S -2.6237 1.7359 1.6741  0.36
O -1.7566 2.0874 0.4607  -0.58
C -2.0021 0.0551 2.1890  -0.54
H -1.0213 2.7648 3.1640  0.03
H -2.5648 2.3904 4.0360  0.43
H -2.3942 3.8244 2.9134  0.35
H -0.9333 0.0199 2.4000  0.13
H -2.1371 -0.7076 1.4221  -0.11
H -2.5690 -0.2170 3.0794  0.52
C -4.1977 3.3091 -1.3802  -0.76
S -4.7773 1.5705 -1.5135  0.57
O -6.2868 1.5471 -1.4253  -0.71
C -4.3058 1.3826 -3.3108  -0.74
H -4.4073 3.6071 -0.3528  0.29
H -4.8720 3.8241 -2.0644  0.51
H -3.1773 3.2305 -1.7555  -0.08
H -3.2195 1.3451 -3.3932  0.03
H -4.7020 2.1340 -3.9938  0.40
H -4.7342 0.4119 -3.5601  0.32
C 3.5319 1.6664 2.0629  -0.19
S 2.2220 1.8341 3.3161  0.63
O 2.0573 0.3783 3.8229  -0.63
C 3.2134 2.7627 4.5869  -1.17
H 3.0990 2.0193 1.1269  -0.05
H 3.7619 0.6137 1.8989  -0.18
H 4.4858 2.1429 2.2891  0.44
H 3.5935 3.6889 4.1560  0.36
H 3.9160 2.0963 5.0873  0.33
H 2.5303 3.0934 5.3693  0.35
C 4.3211 -1.3320 -0.3588  -0.01
S 4.9253 -2.3225 1.0604  0.26
O 4.1281 -1.9619 2.3172  -0.50
C 4.3279 -3.9777 0.5103  -0.54
H 3.3687 -0.8134 -0.2490  -0.11
H 4.2701 -1.8535 -1.3146  -0.33
H 5.1378 -0.6522 -0.6017  0.46
H 3.2427 -3.9256 0.5980  0.09
H 4.6505 -4.8010 1.1475  0.37
H 4.7086 -4.1693 -0.4930  0.18
C -1.8640 -3.3168 2.5892  -0.46
S -3.5367 -3.0378 3.2917  0.57
O -4.5357 -3.6066 2.3026  -0.67
C -3.3872 -4.1799 4.7501  -1.01
H -1.6120 -4.3742 2.5086  0.60
H -1.0938 -2.8108 3.1713  0.33
H -1.8128 -2.9173 1.5763  -0.33
H -3.2409 -5.1907 4.3693  0.31
H -4.2662 -4.2916 5.3849  0.35
H -2.4954 -3.8800 5.3004  0.32

Cartesian forces (eV/Å) of the 6 atoms listed first:
0.7 -0.2 0.1
-1.0 -2.9 5.3
0.3 4.5 -2.8
-0.6 -1.3 -2.7
0.4 -0.4 -0.1
1.7 3.3 -1.7

Output
* E_LUMO: 2.0 eV
* charge: -1
* HOMO level: -5.2 eV
* orbital gap: 7.202 eV

=====

(4)
2 unconnected molecules or ions with the total composition C6H12BF4N3O, computed with ωB97M-V/def2-TZVPD.

Last column: Mulliken charge in e.
Cartesian coordinates (Å):
C -2.9769 1.5628 0.8173  -0.95
C -1.7167 1.3333 0.4107  0.17
N -1.4023 0.7167 -0.8955  -0.05
C -0.2173 1.2156 -1.4176  0.04
N -0.2627 1.8952 -2.5978  -0.34
N 0.9429 1.0426 -0.7435  -0.11
C 0.9889 -0.1500 0.1550  -0.62
C -0.0420 -1.2429 -0.1526  -0.54
C -1.3913 -0.7625 -0.6997  0.23
O -1.7190 -1.4248 -1.8911  -0.54
H -3.3732 2.5501 0.5952  0.28
H -3.5705 0.8218 1.3370  0.30
H -0.8164 1.5645 1.0084  0.27
H -0.0432 2.8761 -2.6311  0.22
H -0.4556 1.4235 -3.4621  0.22
H 1.1843 1.8917 -0.2212  0.35
H 0.8777 0.1621 1.1890  0.38
H 1.9671 -0.6049 0.0190  0.30
H -0.2258 -1.7419 0.7940  0.28
H 0.3553 -1.9871 -0.8340  0.37
H -2.1804 -1.0138 0.0138  0.35
H -2.0347 -0.7941 -2.5423  0.36
B 3.2419 -1.8788 2.3660  0.59
F 3.9654 -2.7334 3.1816  -0.35
F 4.0409 -1.3779 1.3146  -0.41
F 2.1313 -2.5590 1.7817  -0.40
F 2.7325 -0.7849 3.1050  -0.41

Cartesian forces (eV/Å) of the 6 atoms listed first:
0.1 -0.6 0.0
-0.5 0.1 0.8
1.0 -0.5 -0.4
0.6 -0.5 -0.7
-0.2 0.7 0.7
-1.5 0.3 1.1

Output
* E_LUMO: -3.6 eV
* charge: 0
* HOMO level: -8.9 eV
* orbital gap: 5.251 eV

=====

(5)
C3H6N2OS in the gas phase, computed with ωB97M-V/def2-TZVPD.

Last column: Mulliken charge in e.
Cartesian coordinates (Å):
H -0.6185 -0.8629 -1.4267  0.43
N 0.0870 -0.4861 -2.0971  -0.66
C 1.0703 -0.0055 -1.4491  -0.08
N 1.2508 0.1720 -0.0551  -0.20
C 0.3679 0.2308 1.0006  0.43
S 0.8940 0.2533 2.5565  -0.29
C -1.1049 0.4372 0.6279  -0.76
O -1.7144 -0.8218 0.2747  -0.53
H 1.9432 0.3165 -1.9793  0.38
H 2.2431 0.2235 0.2688  0.26
H -1.2126 1.1497 -0.1781  0.38
H -1.6679 0.8221 1.4784  0.31
H -1.5380 -1.4287 0.9785  0.33

Cartesian forces (eV/Å) of the 6 atoms listed first:
0.3 0.4 -0.7
0.2 -0.1 1.4
-1.0 -0.4 -0.1
1.0 -0.2 0.9
0.0 0.7 -0.6
-0.2 -0.1 -0.4

Output
* E_LUMO: -0.3 eV
* charge: 0
* HOMO level: -9.1 eV
* energy relative to the best compared isomer or geometry (same formula, charge and spin): 41.2 kcal per mole
* orbital gap: 8.789 eV

=====

(6)
A molecular structure, C14H17IN2O2Tc, computed with ωB97M-V/def2-TZVPD.

Last column: Löwdin spin population.
Cartesian coordinates (Å):
C 1.9462 3.0119 0.5767  0.21
C 2.6239 1.1354 0.1962  0.19
H 2.1069 3.5544 -0.3691  0.01
H 3.0066 3.0121 0.9992  0.05
H 1.5604 3.5903 1.4124  0.08
H 2.4674 0.6916 -0.7869  0.04
H 3.4688 1.7675 -0.1526  0.04
H 3.0609 0.6153 1.0510  0.03
C -2.1808 1.8758 -0.8226  0.01
C -3.4361 1.5360 -1.3303  0.00
C -3.5946 0.3288 -2.0071  0.01
C -2.5103 -0.5369 -2.0909  0.00
H -1.9751 2.8205 -0.2976  0.00
H -4.2478 2.2604 -1.1993  0.00
H -4.5532 0.0596 -2.4410  0.00
H -2.5940 -1.5082 -2.5840  0.00
N -1.1417 1.0174 -0.8477  0.04
C -1.2840 -0.1677 -1.5004  0.01
C -0.1683 -1.1063 -1.4183  0.00
N 0.8245 -0.7686 -0.5727  0.05
C 1.8098 -1.6452 -0.3233  0.01
C 0.8667 -3.2241 -1.8730  0.00
C 1.8754 -2.8830 -0.9646  0.00
H 2.5918 -1.3182 0.3692  0.00
H 2.7022 -3.5407 -0.7437  0.00
C -0.1556 -2.3316 -2.1023  0.00
H -0.9847 -2.5362 -2.7839  0.00
H 0.8820 -4.1697 -2.3866  0.00
Tc 0.6713 1.4558 0.4536  2.31
I -0.5442 2.7999 2.3405  0.16
C -0.4056 -0.9992 3.8837  -0.01
O 0.4938 -0.4871 2.8389  -0.03
C -0.1654 -0.2107 1.6652  -0.12
O -1.2264 -0.7335 1.3581  -0.09
H 0.1785 -0.8802 4.8002  0.00
H -0.6232 -2.0708 3.7168  0.00
H -1.3462 -0.4148 3.9362  0.00

Cartesian forces (eV/Å) of the 6 atoms listed first:
4.6 1.0 0.3
3.7 2.0 -0.3
-0.6 -0.3 0.1
-0.9 0.5 -0.2
-0.6 0.2 0.3
-0.5 -0.5 -0.1

Output
* E_LUMO (spin up / spin down): -9.1 / -10.3 eV
* charge: +2
* HOMO level (spin up / spin down): -15.8 / -15.8 eV
* energy relative to the best compared isomer or geometry (same formula, charge and spin): 89.6 kcal per mole
* multiplicity: 4
* orbital gap (spin up / spin down): 6.680 / 5.430 eV
* ⟨S²⟩: 3.918

=====

no.,maximum force (eV/A)
1,2.344
2,4.666
3,6.106
4,1.909
5,1.544
6,6.693